# 1
Molecular formula: C19H28IO2W
Method: DFT, wB97M-V/def2-TZVPD

## Properties
Kohn-Sham gap (alpha / beta): 6.7 / 7.0 eV
2S+1: 3
HOMO (alpha / beta): -11.14 / -11.72 eV
Charge: +1

Last column: Löwdin spin population.
Cartesian coordinates (Å):
O: -0.458 0.473 -5.145  0.014
C: -0.773 1.883 -5.522  0.001
C: -1.168 1.532 -6.948  0.000
H: 0.125 2.518 -5.444  0.000
H: -1.600 2.273 -4.920  0.000
C: -0.703 0.122 -6.556  0.001
H: -0.577 2.019 -7.728  0.000
H: -2.238 1.571 -7.144  0.000
C: 0.506 -0.274 -7.361  0.000
H: 1.237 0.532 -7.435  0.000
H: 0.168 -0.507 -8.384  0.000
H: 0.982 -1.182 -6.976  0.000
C: -1.750 -0.959 -6.726  0.000
H: -2.717 -0.684 -6.291  0.000
H: -1.392 -1.898 -6.285  0.000
H: -1.885 -1.118 -7.804  0.000
W: -0.740 -0.011 -1.602  1.493
C: -3.013 -0.391 -0.889  -0.014
C: -2.811 1.001 -1.058  0.010
C: -2.362 1.238 -2.398  0.036
H: -3.074 1.757 -0.339  0.000
C: -2.310 -0.044 -3.065  0.070
C: -2.651 -1.049 -2.102  0.035
H: -2.752 -2.098 -2.330  0.003
H: -3.450 -0.851 -0.018  -0.001
H: -2.280 2.202 -2.880  0.001
H: -2.227 -0.202 -4.130  0.011
C: 0.054 -0.497 0.987  0.086
C: -0.667 -1.458 0.191  -0.017
C: 0.232 -1.912 -0.869  0.014
H: -1.556 -2.000 0.500  0.000
C: 1.447 -1.152 -0.733  0.044
C: 1.342 -0.339 0.427  0.002
H: 2.177 0.200 0.896  0.000
H: -0.297 -0.081 1.931  0.003
H: 0.085 -2.802 -1.491  0.008
H: 2.361 -1.338 -1.295  0.004
O: 3.293 0.132 -6.023  0.001
C: 3.084 -0.966 -5.110  0.002
C: 2.250 -0.445 -3.936  0.016
H: 4.056 -1.315 -4.724  0.000
H: 2.615 -1.801 -5.644  0.000
C: 2.417 1.100 -3.962  0.006
H: 2.591 -0.862 -2.993  0.002
H: 1.183 -0.693 -4.059  0.012
C: 3.112 1.385 -5.319  0.000
H: 3.045 1.454 -3.134  0.001
H: 1.461 1.631 -3.868  0.003
H: 4.115 1.833 -5.147  0.000
H: 2.515 2.062 -5.963  0.000
I: 0.363 2.329 -0.947  0.150



# 2
Molecular formula: C19H28LaN2P2
Method: DFT, wB97M-V/def2-TZVPD

## Properties
Kohn-Sham gap (alpha / beta): 3.5 / 3.4 eV
2S+1: 1
Energy above the lowest of the compared OMol25 structures with the same formula, charge and spin: 33.3 kcal per mole
HOMO (alpha / beta): -7.48 / -7.36 eV
Charge: +1

Last column: Mulliken charge in e.
Cartesian coordinates (Å):
C: -1.511 3.414 -1.691  -0.721
C: -1.231 2.117 -1.258  0.238
C: 0.114 1.684 -1.287  0.547
C: 1.130 2.470 -1.858  0.819
C: 0.825 3.791 -2.227  -0.777
C: -0.485 4.253 -2.154  -0.834
C: 2.499 1.983 -1.941  -0.917
C: 2.728 0.605 -1.542  0.684
C: 1.641 -0.167 -1.083  0.574
C: 1.745 -1.577 -0.911  0.355
C: 3.013 -2.146 -1.006  -0.842
C: 4.130 -1.358 -1.306  -0.951
C: 3.995 -0.003 -1.577  -0.705
H: -2.543 3.772 -1.658  0.383
H: 1.643 4.441 -2.550  0.439
H: -0.725 5.267 -2.474  0.374
H: 3.013 2.251 -2.878  0.483
H: 3.118 -3.224 -0.856  0.500
H: 5.109 -1.836 -1.356  0.369
H: 4.873 0.600 -1.817  0.454
N: 0.470 0.493 -0.644  -0.524
La: 0.393 -0.122 1.455  1.352
C: -2.311 1.175 -0.771  -1.335
H: -2.205 0.191 -1.256  0.381
H: -3.312 1.572 -0.987  0.610
C: 0.495 -2.455 -0.725  -1.495
H: -0.377 -2.020 -1.248  0.359
H: 0.680 -3.456 -1.144  0.614
P: -2.277 0.834 1.062  0.514
P: -0.019 -2.805 1.039  0.646
C: 1.284 -3.952 1.574  -1.244
H: 1.244 -4.044 2.668  0.362
H: 1.118 -4.940 1.126  0.366
H: 2.286 -3.598 1.307  0.390
C: -1.434 -3.921 0.896  -1.232
H: -1.158 -4.846 0.373  0.433
H: -1.784 -4.173 1.907  0.387
H: -2.263 -3.435 0.366  0.326
C: -2.730 2.496 1.660  -1.313
H: -3.713 2.789 1.263  0.375
H: -2.766 2.484 2.757  0.395
H: -1.983 3.234 1.345  0.410
C: -3.853 -0.050 1.310  -1.113
H: -4.169 0.045 2.358  0.405
H: -4.638 0.361 0.660  0.435
H: -3.724 -1.117 1.081  0.248
H: 3.347 2.995 -1.186  -0.443
H: 3.835 3.437 -0.722  0.184
N: -0.736 -0.775 3.754  -0.784
H: -0.492 -1.751 3.947  0.290
H: -1.752 -0.751 3.610  0.243
H: -0.538 -0.234 4.597  0.287



# 3
Molecular formula: C19H28MgNO3SSeSi
Method: DFT, wB97M-V/def2-TZVPD

## Properties
Kohn-Sham gap: 5.9 eV
2S+1: 1
HOMO: -3.61 eV
Charge: -1

Last column: Mulliken charge in e.
Cartesian coordinates (Å):
Mg: -0.303 0.455 0.733  0.686
C: 1.819 -2.998 -0.266  -1.398
C: 1.626 -1.527 0.026  0.918
O: 0.541 -1.010 -0.230  -0.361
C: 2.707 -0.769 0.625  0.149
C: 4.057 -1.079 0.407  -0.581
C: 5.064 -0.267 0.874  -0.656
C: 4.738 0.888 1.588  -0.398
C: 3.434 1.181 1.882  -0.654
C: 2.367 0.356 1.442  0.774
O: 1.173 0.607 1.813  -0.632
H: 0.844 -3.441 -0.457  0.197
H: 2.302 -3.505 0.567  0.408
H: 2.434 -3.124 -1.155  0.371
H: 4.312 -1.952 -0.180  0.347
H: 6.099 -0.502 0.673  0.375
H: 5.523 1.559 1.911  0.379
H: 3.171 2.070 2.438  0.413
Se: -1.547 -2.048 -2.905  -0.410
C: -1.621 -3.840 -2.378  -0.007
C: -0.888 -4.828 -3.040  -0.432
C: -1.047 -6.142 -2.661  -0.254
N: -1.861 -6.556 -1.693  -0.696
C: -2.525 -5.606 -1.043  -0.377
C: -2.436 -4.260 -1.323  0.111
H: -0.220 -4.560 -3.849  0.354
H: -0.496 -6.926 -3.171  0.339
H: -3.176 -5.951 -0.244  0.345
H: -2.992 -3.540 -0.740  0.192
C: -1.866 2.006 -2.706  -0.651
Si: -0.472 2.875 -1.729  0.448
C: -0.774 4.763 -2.015  -1.137
C: 1.219 2.535 -2.554  -1.122
C: -0.517 2.478 0.106  -0.960
H: -1.896 2.355 -3.735  0.383
H: -2.844 2.200 -2.272  0.241
H: -1.723 0.930 -2.733  -0.128
H: -0.636 5.030 -3.059  0.289
H: -0.083 5.364 -1.432  0.309
H: -1.782 5.052 -1.734  0.280
H: 1.301 3.053 -3.507  0.327
H: 1.355 1.475 -2.740  0.334
H: 2.039 2.872 -1.925  0.348
H: -1.428 2.908 0.528  0.352
H: 0.304 3.001 0.595  0.411
C: -3.855 1.381 1.019  -1.318
S: -2.774 0.264 0.037  1.109
C: -4.122 -0.887 -0.389  -1.180
O: -2.033 -0.428 1.122  -0.962
H: -4.406 0.789 1.741  0.424
H: -4.522 1.913 0.353  0.391
H: -3.208 2.076 1.539  0.342
H: -4.990 -0.312 -0.690  0.471
H: -4.340 -1.522 0.463  0.387
H: -3.767 -1.475 -1.229  0.112



# 4
Molecular formula: C19H28N2O3S
Method: DFT, wB97M-V/def2-TZVPD

## Properties
Kohn-Sham gap: 9.9 eV
2S+1: 1
Energy above the lowest of the compared OMol25 structures with the same formula, charge and spin: 26.9 kcal per mole
HOMO: -9.28 eV
Charge: 0
Structure (SMILES): C=C1CCN([C@@H](C)C(=O)NCCCCCC)S(=O)(=O)c2ccccc21

Last column: Mulliken charge in e.
Cartesian coordinates (Å):
C: 2.327 1.327 3.804  -1.231
C: 2.105 0.761 2.625  0.003
C: 2.698 -0.570 2.257  -0.825
C: 1.717 -1.719 2.533  -0.995
N: 0.661 -1.819 1.554  0.258
C: 0.991 -2.343 0.235  0.088
C: 0.002 -3.443 -0.148  -1.677
C: 1.118 -1.219 -0.807  0.142
O: 2.187 -0.655 -0.982  -0.729
N: 0.011 -0.950 -1.508  0.514
C: -0.026 0.037 -2.562  -0.499
C: -0.681 -0.519 -3.827  -0.693
C: -2.107 -1.034 -3.620  -0.980
C: -3.120 -0.013 -3.096  0.126
C: -3.406 1.153 -4.052  -0.601
C: -2.616 2.419 -3.739  -1.025
S: -0.527 -0.672 1.693  1.421
O: -0.831 -0.555 3.087  -0.757
O: -1.596 -1.054 0.803  -0.728
C: 0.094 0.917 1.128  0.673
C: -0.718 1.631 0.269  -0.682
C: -0.338 2.891 -0.160  -0.335
C: 0.854 3.432 0.296  -0.866
C: 1.640 2.728 1.188  -0.638
C: 1.271 1.457 1.626  0.501
H: 1.887 2.273 4.071  0.351
H: 2.933 0.849 4.554  0.338
H: 3.597 -0.733 2.854  0.547
H: 2.973 -0.576 1.199  0.241
H: 1.224 -1.565 3.495  0.509
H: 2.249 -2.673 2.556  0.510
H: 1.995 -2.777 0.307  0.475
H: -1.019 -3.097 -0.023  0.282
H: 0.165 -3.755 -1.177  0.403
H: 0.146 -4.299 0.507  0.429
H: -0.873 -1.277 -1.143  0.210
H: 1.011 0.316 -2.768  0.356
H: -0.557 0.928 -2.219  -0.173
H: -0.678 0.264 -4.586  0.381
H: -0.072 -1.344 -4.203  0.351
H: -2.468 -1.418 -4.578  0.404
H: -2.082 -1.878 -2.927  0.357
H: -4.051 -0.556 -2.919  0.402
H: -2.794 0.374 -2.129  -0.248
H: -3.200 0.840 -5.078  0.297
H: -4.468 1.401 -3.998  0.377
H: -2.821 2.748 -2.722  0.215
H: -2.907 3.219 -4.418  0.428
H: -1.546 2.261 -3.842  0.205
H: -1.650 1.182 -0.037  0.562
H: -0.966 3.449 -0.838  0.397
H: 1.164 4.411 -0.037  0.421
H: 2.560 3.156 1.558  0.505



# 5
Molecular formula: C19H28N4O2PS2
Method: DFT, wB97M-V/def2-TZVPD

## Properties
Kohn-Sham gap: 7.4 eV
2S+1: 1
HOMO: -11.46 eV
Charge: +1

Last column: Mulliken charge in e.
Cartesian coordinates (Å):
C: 3.911 -1.493 1.732  -1.516
C: 3.676 -1.181 0.289  0.398
C: 4.742 -0.967 -0.590  -0.699
C: 4.506 -0.666 -1.932  -0.807
C: 3.201 -0.577 -2.407  -0.917
C: 2.117 -0.803 -1.548  0.796
C: 0.728 -0.743 -2.127  -1.209
C: -0.319 -0.225 -1.185  0.190
C: -1.758 -0.332 -1.694  -0.199
C: -2.419 -1.661 -2.030  -1.205
C: -2.189 -2.848 -1.070  -0.792
S: -1.911 -4.454 -1.896  -0.194
C: -0.259 -4.755 -1.433  0.623
N: 0.216 -4.788 -0.226  -0.316
N: 1.557 -5.148 -0.352  -0.386
C: 1.761 -5.306 -1.615  0.037
O: 0.663 -5.070 -2.363  -0.274
N: -2.403 0.461 -0.591  0.178
C: -1.604 1.333 -0.087  -1.248
C: -0.309 1.281 -0.761  0.238
P: -0.159 2.537 -2.124  0.196
S: 0.269 4.324 -1.576  -0.302
C: 2.373 -1.092 -0.211  0.212
H: 3.719 -0.611 2.339  0.304
H: 4.926 -1.825 1.912  0.408
H: 3.220 -2.260 2.069  0.376
H: 5.752 -1.041 -0.218  0.434
H: 5.338 -0.505 -2.600  0.424
H: 3.026 -0.343 -3.447  0.444
H: 0.431 -1.737 -2.461  0.410
H: 0.765 -0.117 -3.014  0.407
H: -0.327 -0.752 -0.233  0.200
H: -1.881 0.309 -2.566  0.149
H: -3.490 -1.494 -2.096  0.576
H: -2.068 -1.917 -3.025  0.499
H: -1.356 -2.722 -0.395  0.340
H: -3.081 -3.014 -0.477  0.452
H: 2.671 -5.592 -2.107  0.437
H: -3.337 0.308 -0.234  0.349
H: -1.856 1.973 0.746  0.977
H: 0.528 1.532 -0.115  0.588
H: -1.351 2.392 -2.843  0.061
H: 0.781 1.944 -2.966  0.081
H: 1.563 -1.297 0.476  0.302
C: -1.765 4.521 2.717  0.129
O: -1.546 3.820 1.738  -0.590
N: -2.449 4.134 3.799  0.098
C: -2.669 5.023 4.928  -0.899
C: -2.986 2.787 3.849  -0.890
H: -1.399 5.556 2.775  0.256
H: -2.232 4.608 5.837  0.341
H: -3.735 5.181 5.092  0.341
H: -2.202 5.984 4.725  0.289
H: -2.185 2.050 3.772  0.272
H: -3.688 2.623 3.029  0.257
H: -3.506 2.648 4.792  0.377



The highest 2S+1 belongs to which entry? C19H28IO2W



What is the formula in the first record? C19H28IO2W